# 1
Entry from the Open Molecules 2025 dataset: 4 unconnected molecules or ions with the total composition C32H54BrF7NO9PS at a distorted geometry (ωB97M-V/def2-TZVPD).

The geometry in XYZ format:
```
106
Properties=species:S:1:pos:R:3:forces:R:3:lowdin_charge:R:1
C 0.440844 -3.907170 4.350727 1.29 1.50 -0.78 0.12
C 0.323398 -3.024633 3.500767 0.41 -1.18 -0.64 -0.16
C 0.240569 -1.942992 2.326408 1.34 -2.08 3.94 -0.60
Br 1.436589 -0.577924 3.259760 -0.32 -0.22 -0.77 0.93
O -1.005728 -1.347834 2.568402 -0.42 -0.24 -1.87 -0.27
S -2.352332 -1.531302 1.699126 -6.37 2.42 3.06 0.74
O -3.027575 -0.212973 1.889977 2.82 -1.76 -1.66 -0.27
O -3.346671 -2.483323 2.226257 3.44 -0.29 -1.33 -0.26
C -1.816074 -1.832912 -0.045639 0.65 0.79 -1.71 -0.41
N -2.523779 -0.760208 -0.872219 -1.51 -0.74 0.38 0.09
C -3.772933 -0.905873 -0.898673 -0.43 -0.60 1.59 -0.31
O -4.919648 -1.139242 -0.776223 2.28 1.11 -1.00 0.22
P -2.546257 -3.341262 -0.932994 -0.65 -3.44 0.03 0.79
O -3.617241 -4.120493 -0.218291 1.21 1.22 -0.46 -0.39
C -0.214285 -1.565513 -0.210034 -1.10 2.89 -1.07 -0.24
C 0.181344 -1.722769 -1.712225 0.99 -0.22 -1.35 -0.14
C -0.525304 -2.017262 -2.888760 -1.34 1.00 0.84 -0.03
C -0.102978 0.047166 0.005520 0.40 1.11 2.32 -0.10
C 0.141537 1.047222 -1.167803 -1.11 2.92 -0.23 -0.36
C -1.137598 2.019981 -1.384360 1.09 -0.01 -0.26 -0.04
O 1.177871 2.026270 -0.760696 0.38 -1.84 -0.58 -0.09
C 0.706559 -2.424620 0.861220 -0.94 -0.25 -1.26 -0.13
C 0.557559 -4.042047 0.709316 1.82 -1.65 1.18 -0.22
C 1.079392 -4.714415 -0.635103 0.94 -0.65 -1.05 -0.06
C -0.714859 -4.781065 1.316216 -1.01 -1.06 0.83 -0.19
C -1.326784 -6.064621 0.616944 -0.53 -1.11 0.89 -0.27
C -2.378956 -6.696479 1.676842 0.70 -0.14 -0.44 -0.11
C 2.267493 -2.159375 0.636835 2.02 2.39 -2.61 -0.23
F 2.787288 -2.477177 -0.668984 -1.78 -0.77 1.95 0.04
F 2.670887 -0.776600 0.526963 -1.43 -1.49 1.29 0.00
C 3.378546 -2.783178 1.551689 3.04 -2.22 0.69 -0.25
F 3.926525 -3.937325 0.895593 -1.42 1.88 0.84 0.06
F 3.121783 -3.249639 2.823586 -0.64 1.07 -1.82 0.09
C 4.728650 -1.891164 1.738108 1.60 -1.27 1.07 -0.38
F 4.577086 -0.832879 2.607774 0.24 -1.48 -2.30 0.09
F 5.605629 -2.784655 2.408440 -1.54 1.77 -1.16 0.08
F 5.369470 -1.603950 0.553796 -1.61 0.20 2.25 0.14
H 0.948943 -4.543910 5.129698 -1.37 0.96 -1.23 0.08
H -1.393444 -4.148056 -1.270989 -0.52 0.75 0.34 0.02
H -3.039714 -3.074254 -2.267085 0.56 0.72 0.91 0.06
H 1.214952 -1.300080 -1.980568 -0.53 -2.32 1.09 0.14
H -0.303434 -2.843221 -3.629398 1.11 1.97 0.28 0.09
H -1.392975 -1.329724 -3.177684 0.01 -2.10 1.12 0.08
H -0.999878 0.506373 0.556531 0.81 -1.23 -0.97 0.11
H 0.671877 0.335447 0.798014 -0.63 -0.79 -1.41 0.09
H 0.453096 0.769312 -2.201255 -0.44 -0.79 0.95 0.13
H -1.493593 2.438997 -0.385695 0.31 -0.78 -1.27 0.10
H -0.731830 2.900602 -1.977481 -0.65 -1.06 0.64 0.08
H -1.949952 1.509557 -1.977636 0.77 0.61 0.86 0.06
H 2.004925 1.581000 -1.056110 -0.54 0.77 0.60 0.09
H 1.374452 -4.413331 1.439984 -1.19 0.75 -0.92 0.14
H 0.752269 -4.244441 -1.601618 0.24 -0.21 1.08 0.06
H 0.812533 -5.813609 -0.742209 -0.26 1.46 0.62 0.09
H 2.219795 -4.803714 -0.691930 -1.59 0.66 0.28 0.09
H -0.459640 -5.264971 2.326040 0.02 1.22 -1.40 0.11
H -1.602023 -4.135006 1.587561 0.95 -0.37 -0.47 0.08
H -1.897518 -5.936276 -0.336578 0.82 0.14 0.76 0.07
H -0.543069 -6.889063 0.494537 -0.89 1.32 -0.11 0.11
H -2.912618 -5.881792 2.247983 0.46 -0.96 -0.68 0.08
H -1.781066 -7.355149 2.393365 -0.96 0.90 -0.75 0.08
H -3.127707 -7.353486 1.126761 0.91 0.91 0.79 0.08
C -2.120816 7.368790 -1.083230 -0.11 0.04 -0.08 -0.08
C -0.693083 6.880314 -1.250166 -0.03 0.00 -0.02 -0.28
O -0.530900 5.952140 -2.314230 0.07 -0.18 0.02 -0.17
C -0.868461 6.416289 -3.612855 -0.01 0.06 0.04 -0.28
C -0.051655 7.614766 -4.063163 0.08 0.11 0.08 -0.08
H -2.797449 6.526336 -0.921841 0.06 0.03 0.03 0.08
H -2.192801 8.044657 -0.227250 0.02 -0.07 -0.05 0.08
H -2.473675 7.908718 -1.963851 0.03 0.06 0.05 0.06
H -0.388599 6.359568 -0.339375 0.05 -0.13 -0.19 0.12
H 0.000850 7.718992 -1.372022 -0.07 0.06 -0.02 0.11
H -1.942135 6.626522 -3.670548 0.01 0.09 -0.02 0.11
H -0.681141 5.584113 -4.295687 0.02 -0.07 0.21 0.12
H -0.210297 8.482267 -3.419556 -0.06 0.00 -0.07 0.06
H -0.325320 7.900348 -5.081532 0.02 -0.04 0.05 0.08
H 1.015665 7.380358 -4.038167 -0.08 -0.02 -0.04 0.08
C -5.278437 2.419581 -6.255824 -0.11 0.08 0.02 -0.08
C -4.486935 1.298273 -5.607508 -0.04 0.02 0.01 -0.28
O -4.393222 1.412611 -4.193523 0.23 -0.05 0.11 -0.17
C -5.621417 1.400192 -3.477377 -0.09 -0.03 -0.05 -0.28
C -6.429337 0.130207 -3.676243 0.02 -0.09 -0.15 -0.08
H -4.840594 3.389651 -6.009344 0.02 -0.06 -0.03 0.08
H -5.281304 2.302644 -7.342544 0.03 0.00 0.08 0.08
H -6.316820 2.433727 -5.920157 0.00 -0.05 -0.07 0.07
H -3.462340 1.323359 -5.986376 0.00 0.00 0.22 0.12
H -4.892351 0.318053 -5.880705 -0.09 0.03 -0.03 0.11
H -6.212652 2.287405 -3.727939 -0.05 -0.05 -0.03 0.11
H -5.362312 1.492659 -2.419762 0.17 0.05 -0.11 0.11
H -6.726289 -0.007300 -4.717963 -0.06 0.06 0.05 0.07
H -7.338357 0.159118 -3.071565 0.09 -0.01 0.00 0.08
H -5.841425 -0.744241 -3.386107 -0.08 0.05 0.04 0.07
C 6.443160 -0.357665 5.337511 0.10 -0.03 -0.06 -0.08
C 5.748429 0.649116 6.236495 0.07 0.00 -0.03 -0.28
O 6.642305 1.397467 7.049808 -0.04 0.00 0.19 -0.16
C 7.606821 2.183775 6.365754 -0.02 -0.01 -0.06 -0.28
C 6.999937 3.232277 5.449994 -0.15 0.00 -0.07 -0.08
H 7.043074 -1.051549 5.931069 -0.06 0.03 0.00 0.09
H 5.706880 -0.929801 4.769197 0.07 0.04 0.10 0.06
H 7.112185 0.125735 4.623140 -0.08 -0.01 -0.05 0.07
H 5.085214 0.114349 6.920507 0.13 0.14 0.11 0.12
H 5.111374 1.325134 5.655609 0.03 -0.02 -0.09 0.11
H 8.301014 1.536533 5.818622 -0.03 0.03 -0.09 0.11
H 8.197082 2.685744 7.135904 -0.14 -0.15 0.09 0.12
H 6.406260 2.782863 4.651436 0.09 0.01 -0.03 0.06
H 7.786033 3.831343 4.984593 -0.03 -0.03 0.05 0.08
H 6.339423 3.895633 6.014277 0.08 -0.02 -0.01 0.08
```
Forces are in eV/Å.

energy above the lowest of the compared OMol25 structures with the same formula, charge and spin = 480.8 kJ/mol
E_HOMO = -8.9 eV
structure (SMILES) = C#C[C@]1(Br)OS(=O)(=O)[C@](N=C=O)([PH2]=O)[C@@](C=C)(C[C@@H](C)O)[C@@]1([C@H](C)CCC)C(F)(F)C(F)(F)C(F)(F)F.CCOCC.CCOCC.CCOCC
DFT total energy = -5995.70716 a.u.
gap between HOMO and LUMO = 7.858 eV
2S+1 = 1

---

# 2
Entry from the Open Molecules 2025 dataset: a molecular structure, C32H54F4N2O17Si2 (ωB97M-V/def2-TZVPD).

The geometry in XYZ format:
```
111
Properties=species:S:1:pos:R:3:forces:R:3:lowdin_charge:R:1
C 8.054978 -1.378644 0.374698 0.00 0.23 0.06 -0.08
C 7.134241 -1.504196 -0.835131 -0.11 -0.32 -0.23 -0.23
N 6.237462 -0.348291 -0.972881 -0.01 -0.55 0.17 -0.09
C 5.695996 -0.168333 -2.335512 0.24 0.31 -0.02 -0.20
C 4.390294 -0.932400 -2.648987 0.12 -0.09 -0.16 -0.22
Si 2.772718 0.025586 -2.637280 0.04 -0.26 0.38 0.53
C 1.456169 -0.791106 -1.607026 -0.19 0.11 0.13 -0.25
C 0.004524 -0.615229 -2.099343 0.11 0.06 0.28 -0.25
C -0.985462 -1.632670 -1.493966 -0.08 0.04 0.02 -0.20
C -2.238736 -0.975436 -0.900387 -0.02 0.26 -0.05 -0.21
C -3.481408 -1.874523 -0.828647 0.08 -0.21 -0.01 -0.21
C -4.763862 -1.166971 -1.266607 0.08 0.11 -0.13 -0.18
C -5.109330 0.044703 -0.410091 0.02 0.04 0.10 -0.23
O -4.874486 -0.236842 0.963574 -0.10 -0.14 -0.03 -0.20
C -5.737206 0.472343 1.824639 0.06 0.03 0.04 -0.11
O 3.038395 1.518372 -1.972841 -0.11 0.06 -0.65 -0.31
Si 2.607399 3.012583 -2.483704 -0.01 0.45 0.22 0.51
C 1.135067 3.039579 -3.624518 -0.10 0.13 0.20 -0.31
C 0.641690 4.490914 -3.816165 -0.10 -0.10 -0.22 -0.15
N 2.123484 3.890241 -0.989051 0.23 -0.54 0.05 0.02
C 3.244693 4.297926 -0.227072 -0.69 0.13 0.11 -0.52
C 2.952668 4.944524 1.100804 0.02 -0.06 0.17 0.02
O 4.355192 4.180539 -0.672556 0.66 0.06 -0.14 0.05
C 1.110596 3.219454 -0.214964 -0.25 0.71 -0.63 -0.50
C -0.312979 3.583267 -0.514037 -0.21 -0.20 0.23 0.02
O 1.416444 2.427035 0.627638 0.12 -0.45 0.68 0.11
C 5.297228 -0.270994 0.073294 0.12 0.69 -0.44 -0.49
C 4.794015 1.109396 0.394263 -0.31 -0.09 -0.03 0.02
O 4.990826 -1.241868 0.727853 -0.01 -0.37 0.41 0.07
H 7.601196 -1.789812 1.277980 0.04 0.03 -0.09 0.07
H 8.272675 -0.320853 0.555973 0.02 -0.12 -0.03 0.08
H 9.007025 -1.882002 0.191986 -0.13 -0.06 0.05 0.07
H 6.568513 -2.445004 -0.767749 0.06 0.07 -0.08 0.11
H 7.726617 -1.550093 -1.752575 -0.02 0.08 0.12 0.11
H 6.476779 -0.548333 -2.997157 -0.02 0.17 0.05 0.11
H 5.604925 0.901752 -2.553267 -0.12 -0.10 0.12 0.11
H 4.470820 -1.316804 -3.675367 -0.02 -0.06 0.14 0.07
H 4.315032 -1.816067 -2.002907 0.01 0.09 -0.04 0.07
H 2.306781 0.196294 -4.038466 0.02 0.04 -0.02 0.02
H 1.688295 -1.845900 -1.438136 0.00 -0.08 -0.13 0.07
H 1.543485 -0.300336 -0.625310 0.04 -0.22 -0.01 0.09
H -0.036506 -0.654878 -3.193702 -0.06 0.04 0.10 0.10
H -0.320885 0.389989 -1.795785 0.04 -0.07 -0.22 0.09
H -1.298381 -2.349740 -2.261236 0.12 0.03 0.06 0.11
H -0.466545 -2.199565 -0.716896 -0.08 -0.12 -0.03 0.11
H -2.474737 -0.090379 -1.510676 -0.01 -0.14 0.04 0.10
H -2.006527 -0.595892 0.101735 -0.02 0.09 -0.14 0.12
H -3.615091 -2.254042 0.188299 0.03 -0.03 -0.14 0.11
H -3.328829 -2.741964 -1.483262 -0.07 0.07 0.11 0.11
H -4.621248 -0.809702 -2.295525 -0.12 -0.03 0.08 0.12
H -5.605063 -1.867459 -1.295133 0.11 0.01 0.15 0.11
H -6.162178 0.324092 -0.551095 0.12 0.01 -0.10 0.11
H -4.489397 0.905354 -0.702510 -0.14 -0.02 0.04 0.12
H -5.820895 1.526056 1.531117 0.03 -0.10 0.10 0.08
H -5.322350 0.408902 2.833176 -0.04 0.02 -0.10 0.09
H -6.741869 0.025212 1.831682 0.06 0.10 -0.05 0.09
H 3.739880 3.702732 -3.106529 -0.07 0.09 -0.09 0.04
H 1.397342 2.599077 -4.591412 0.05 -0.04 0.15 0.07
H 0.339752 2.420291 -3.193451 0.01 -0.05 -0.25 0.05
H 1.459123 5.219023 -3.786270 -0.07 -0.07 -0.02 0.06
H -0.076494 4.769263 -3.045527 0.12 0.05 0.04 0.05
H 0.134467 4.603236 -4.778264 0.07 0.02 0.09 0.07
H 2.045459 5.552603 1.071559 0.12 -0.02 -0.03 0.08
H 3.819343 5.539013 1.388425 -0.12 -0.02 -0.02 0.09
H 2.792604 4.164216 1.849799 0.08 0.08 -0.07 0.09
H -0.946028 3.125348 0.245746 0.06 0.06 -0.15 0.08
H -0.617607 3.201255 -1.488884 0.06 0.13 -0.05 0.07
H -0.438699 4.667212 -0.488614 0.03 -0.07 -0.10 0.10
H 3.707056 1.103827 0.518133 0.16 0.03 0.02 0.07
H 5.233744 1.375166 1.362527 0.02 0.01 -0.15 0.10
H 5.072551 1.847754 -0.355168 0.03 -0.08 0.14 0.07
C -2.435181 4.322038 4.482033 -0.04 -0.04 0.00 -0.04
C -2.258171 3.340392 3.337263 0.08 0.08 0.06 -0.31
O -1.677145 4.156260 2.339056 0.12 -0.13 -0.02 0.11
C -1.020714 5.182829 2.944087 0.00 0.07 -0.08 -0.54
O -0.248317 5.898674 2.399097 -0.10 -0.05 0.06 0.18
O -1.373602 5.251042 4.245787 0.01 0.05 0.03 0.08
F -3.432346 2.847618 2.884687 -0.07 0.09 -0.02 0.08
H -3.395181 4.832619 4.391494 -0.03 -0.04 0.00 0.14
H -2.331764 3.881921 5.468578 0.10 0.02 0.00 0.14
H -1.586101 2.506558 3.547366 -0.08 -0.07 -0.01 0.18
C 3.296190 -4.184521 0.933001 0.13 0.15 0.04 -0.03
C 4.150358 -5.176849 0.170019 -0.09 0.04 -0.01 -0.31
O 3.219934 -6.202458 -0.143527 0.03 0.03 -0.24 0.13
C 1.978859 -5.652190 -0.179781 -0.03 0.01 0.10 -0.56
O 1.014310 -6.183699 -0.626032 0.04 -0.02 0.17 0.16
O 2.002016 -4.417051 0.360807 -0.12 0.04 -0.02 0.06
F 5.148043 -5.696133 0.917180 -0.02 -0.07 0.09 0.08
H 3.276994 -4.440985 1.993301 0.03 -0.04 0.00 0.15
H 3.592299 -3.146080 0.803301 -0.06 -0.02 -0.07 0.11
H 4.575605 -4.793964 -0.759902 0.09 0.00 0.04 0.17
C -1.000650 -6.854734 2.414332 0.08 0.10 -0.09 -0.05
C 0.270814 -7.502980 2.923820 -0.04 0.01 -0.06 -0.32
O -0.220650 -8.527657 3.758653 0.06 -0.16 -0.10 0.13
C -1.468371 -8.871597 3.322109 -0.05 0.00 0.08 -0.55
O -2.061090 -9.836205 3.666810 0.04 0.10 0.00 0.18
O -1.913996 -7.953594 2.434230 -0.06 0.01 -0.01 0.08
F 1.033393 -6.649700 3.654394 -0.05 0.03 0.07 0.07
H -1.342222 -6.083898 3.107382 0.07 0.01 0.03 0.15
H -0.906163 -6.445541 1.412064 -0.08 -0.14 -0.06 0.13
H 0.896010 -7.942532 2.144140 0.07 0.07 0.02 0.17
C -10.223351 2.347839 0.266024 -0.02 -0.03 0.05 -0.05
C -9.209860 2.781015 1.309378 -0.01 0.02 -0.11 -0.31
O -7.988234 2.635387 0.618221 0.05 0.26 0.00 0.11
C -8.229414 2.756869 -0.720000 0.03 -0.11 -0.03 -0.55
O -7.393335 2.901348 -1.544193 -0.07 -0.05 0.06 0.19
O -9.560918 2.690581 -0.952006 -0.01 0.00 -0.06 0.07
F -9.206769 1.977657 2.398658 0.01 -0.10 -0.02 0.08
H -10.368701 1.267356 0.313442 -0.01 0.00 0.05 0.15
H -11.177731 2.860755 0.329363 0.03 0.07 -0.07 0.14
H -9.309600 3.815804 1.642098 -0.03 -0.03 0.10 0.17
```
Forces are in eV/Å.

E_HOMO = -9.2 eV
DFT total energy = -3618.97635 a.u.
gap between HOMO and LUMO = 9.548 eV
2S+1 = 1